{"formula": "C18H24ClF3N2O", "method": "ωB97M-V/def2-TZVPD", "elements": ["Cl", "F", "F", "F", "O", "N", "N", "C", "C", "C", "C", "C", "C", "C", "C", "C", "C", "C", "C", "C", "C", "C", "C", "C", "C", "H", "H", "H", "H", "H", "H", "H", "H", "H", "H", "H", "H", "H", "H", "H", "H", "H", "H", "H", "H", "H", "H", "H", "H"], "coordinates": [[-1.51039, 2.59359, 1.78012], [-5.33492, -3.49799, -0.71665], [-4.34128, -4.33930, 1.02062], [-3.87374, -5.12246, -0.96427], [1.78200, 1.40484, 2.19352], [-0.61645, -2.65692, -0.43682], [-3.37495, -1.72064, -0.59392], [-0.20079, 0.97506, -0.81558], [-4.17622, -3.99698, -0.27876], [3.56315, -2.06455, -1.56722], [-1.24465, 3.64774, 0.31764], [-3.03554, -2.97522, -0.41952], [-1.96290, 4.97896, 0.60551], [-0.97187, -1.34701, -0.59552], [-1.68261, -3.42484, -0.34263], [1.85000, -1.29679, 0.87914], [-2.56822, 0.52005, -0.81668], [-1.78301, 2.94728, -0.99460], [2.07571, -1.62030, -1.71166], [1.57240, -0.71303, -0.55937], [-2.30369, -0.87966, -0.66973], [0.08395, -0.35559, -0.67278], [1.57255, 1.82780, 3.53677], [-1.57221, 1.44253, -0.88411], [4.49749, -0.97015, -0.97998], [-3.60641, 0.86613, -0.87420], [4.38629, -0.89281, 0.11769], [5.55480, -1.22401, -1.16241], [3.99975, -2.39967, -2.52334], [-2.82931, 3.23426, -1.16667], [0.92377, 1.42746, 1.75051], [-1.51373, -4.49879, -0.18288], [4.25388, 0.03886, -1.36098], [0.87719, 1.15131, 4.04017], [-3.02676, 4.78940, 0.82707], [2.17254, -0.43318, 1.49333], [1.46654, -2.53215, -1.83075], [2.15845, 0.22085, -0.61953], [2.52881, 1.80967, 4.05529], [0.88430, -1.61036, 1.31038], [0.61585, 1.70293, -0.84085], [-1.81839, 5.73407, -0.18167], [3.58557, -2.94297, -0.89605], [-1.54385, 5.38827, 1.54380], [-1.11034, 3.31296, -1.79242], [-0.16436, 3.82724, 0.19383], [2.01879, -1.04589, -2.65987], [2.56982, -2.12457, 0.89213], [1.17298, 2.84460, 3.55395]], "atomic_forces_ev_per_a": [[0.26, 0.32, -0.26], [0.32, -0.42, 0.02], [0.03, -0.05, -0.42], [-0.36, 0.29, 0.23], [-0.01, 0.42, 0.11], [-2.00, 0.37, -0.01], [0.84, -0.59, 0.17], [-1.28, -0.13, 0.07], [0.51, 0.55, 0.12], [0.10, 0.23, 0.69], [-0.69, 0.44, -0.75], [-0.10, 0.15, -0.10], [0.35, -0.19, 0.85], [1.21, 1.11, -0.11], [0.13, -1.08, 0.19], [-0.64, 0.79, -0.17], [-0.44, 0.35, -0.16], [0.80, -0.34, 1.05], [0.58, 0.00, -0.63], [0.13, -1.00, 0.46], [-0.31, 0.46, -0.05], [1.10, 0.32, -0.21], [-0.18, 0.00, -0.24], [0.97, -0.08, -0.37], [-0.21, -0.13, 0.39], [0.31, -0.41, 0.08], [-0.02, -0.08, -0.47], [-0.40, 0.27, -0.09], [-0.52, 0.12, 0.20], [0.33, -0.19, -0.04], [0.01, -0.01, 0.04], [-0.03, 0.44, -0.12], [0.33, -0.48, -0.15], [0.02, 0.08, 0.14], [0.35, 0.15, -0.43], [0.16, -0.97, -0.23], [0.09, 0.50, 0.11], [-0.45, -0.27, -0.10], [0.02, -0.03, -0.08], [0.57, -0.25, -0.06], [-0.24, -0.25, -0.07], [-0.17, -0.43, 0.08], [0.15, 0.30, -0.27], [-0.13, -0.04, -0.48], [-0.64, 0.02, 0.09], [-0.38, -0.32, 0.41], [-0.24, -0.20, 0.41], [-0.27, 0.27, 0.03], [-0.01, -0.01, 0.17]], "mulliken_charge": [-0.229, -0.244, -0.251, -0.250, -0.405, -0.335, -0.547, -0.483, 0.829, -0.581, 0.556, 0.289, -1.540, 0.503, -0.755, -1.749, -0.777, -1.310, -0.921, 0.443, 0.168, 0.645, -0.679, 0.166, -1.050, 0.442, 0.229, 0.386, 0.431, 0.399, 0.167, 0.394, 0.260, 0.289, 0.377, 0.483, 0.211, 0.666, 0.270, 0.396, 0.380, 0.359, 0.313, 0.395, 0.354, 0.342, 0.327, 0.388, 0.244], "homo_energy_ha": -0.335, "homo_lumo_gap_ev": 8.6, "energy_ha": -1644.836363, "total_charge": 0, "smiles": "CCC[C@H](C)c1cc(C[C@@H](C)Cl)cc2nc(C(F)(F)F)cnc12.CO"}

{"formula": "C6H14O", "method": "ωB97M-V/def2-TZVPD", "elements": ["O", "C", "C", "C", "C", "C", "C", "H", "H", "H", "H", "H", "H", "H", "H", "H", "H", "H", "H", "H", "H"], "coordinates": [[-2.41355, -0.16779, 0.69257], [-1.27102, -0.18394, -0.11939], [0.81162, 1.00278, -0.79710], [2.17741, 0.98077, -0.08135], [-0.44598, 1.06882, 0.09797], [-3.14093, -1.36005, 0.57383], [2.69323, -0.45172, 0.14189], [-4.02077, -1.27441, 1.21422], [3.72916, -0.45549, 0.49928], [0.77721, 1.79303, -1.55775], [0.77524, 0.05573, -1.35783], [-2.54283, -2.22764, 0.89641], [2.91544, 1.52873, -0.68084], [2.13333, 1.50034, 0.88586], [-1.55579, -0.26793, -1.18508], [2.67208, -1.03627, -0.78857], [-1.07048, 1.94310, -0.12275], [-0.19554, 1.13918, 1.16430], [-3.46522, -1.53471, -0.46456], [-0.64241, -1.06267, 0.11321], [2.07980, -0.98987, 0.87568]], "atomic_forces_ev_per_a": [[-0.02, 0.06, 0.05], [0.25, -0.02, -0.14], [0.08, -0.12, -0.09], [0.16, -0.06, 0.01], [0.00, -0.02, 0.01], [-0.22, -0.26, 0.03], [-0.01, 0.03, 0.04], [0.09, -0.04, -0.09], [-0.19, 0.02, 0.04], [0.05, -0.07, 0.27], [-0.12, 0.26, -0.09], [-0.09, 0.13, -0.04], [-0.13, -0.11, 0.05], [-0.08, -0.04, -0.20], [0.01, 0.01, 0.18], [-0.01, 0.21, 0.15], [0.18, -0.12, -0.04], [0.09, -0.05, -0.18], [0.03, 0.04, 0.14], [-0.14, 0.04, -0.01], [0.08, 0.10, -0.11]], "mulliken_charge": [-0.322, -0.615, -0.675, -0.420, -0.435, -0.708, -1.192, 0.253, 0.368, 0.386, 0.344, 0.297, 0.323, 0.315, 0.333, 0.329, 0.282, 0.280, 0.286, 0.318, 0.251], "homo_energy_ha": -0.361, "homo_lumo_gap_ev": 10.9, "energy_ha": -312.219480, "total_charge": 0, "smiles": "CCCCCOC", "de_lowest_kcal_mol": 22.31}

{"formula": "C11H17FN2O7", "method": "ωB97M-V/def2-TZVPD", "elements": ["F", "O", "O", "O", "O", "O", "O", "O", "N", "N", "C", "C", "C", "C", "C", "C", "C", "C", "C", "C", "C", "H", "H", "H", "H", "H", "H", "H", "H", "H", "H", "H", "H", "H", "H", "H", "H", "H"], "coordinates": [[-1.11249, -1.43591, -3.97330], [-2.09674, -2.79678, -2.53280], [-0.55257, -0.78592, -0.80533], [-0.15243, 1.29699, 1.54134], [-1.92657, 1.78927, 0.22420], [-2.88378, 0.48559, 2.36506], [-2.00902, 0.92265, 4.25982], [2.12005, -2.12048, -0.11293], [-2.26724, -0.45826, -2.28264], [-2.06555, 0.08914, 3.46435], [2.27914, -0.91876, 0.63347], [1.42049, 1.96625, -0.94236], [-2.59738, -0.35424, 1.26148], [0.25857, 2.72004, -0.31040], [2.98125, 0.08999, -0.23796], [-1.62978, -0.30234, -1.01685], [2.53787, 1.53768, 0.03444], [1.24609, -3.03063, 0.50837], [-0.59386, 1.85087, 0.57678], [-2.42887, 0.49479, -0.00198], [-1.82637, -1.67452, -2.90512], [2.86405, -1.17264, 1.51368], [1.08737, 1.10731, -1.50685], [1.30757, -0.55459, 0.95070], [0.67837, -2.58322, 1.31913], [0.53562, -3.41909, -0.20671], [1.82476, -3.84176, 0.94071], [4.04469, 0.04938, -0.02604], [3.41102, 2.13974, -0.17093], [-3.38506, -1.08041, 1.10702], [2.26606, 1.67742, 1.06900], [-1.67021, -0.87848, 1.45235], [0.63240, 3.51950, 0.31223], [1.86199, 2.64694, -1.65640], [-3.41564, 0.63661, -0.41816], [2.87738, -0.15175, -1.28381], [-0.37278, 3.17040, -1.06191], [-3.24839, -0.63082, -2.08165]], "atomic_forces_ev_per_a": [[0.30, 0.09, -0.22], [0.50, 2.58, -0.94], [0.08, 0.23, 0.08], [-0.40, -0.32, 0.02], [0.60, -0.10, -0.69], [-0.25, 0.04, -0.13], [-0.25, 0.16, 0.29], [-0.34, 0.25, -0.15], [-0.21, -0.96, 0.82], [0.36, -0.13, -0.21], [-0.11, -0.76, -0.56], [0.38, 0.22, 0.56], [0.57, 0.10, 0.26], [-0.69, -0.06, 0.01], [0.58, 0.64, 0.90], [0.36, -0.07, -0.68], [0.06, -0.52, -1.00], [0.32, -0.11, 0.22], [0.77, 0.37, 0.45], [-0.96, -0.30, 0.52], [-0.58, -2.43, 0.90], [0.16, 0.27, 0.42], [-0.32, -0.25, -0.09], [-0.24, 0.09, 0.05], [-0.14, 0.28, 0.15], [-0.11, -0.17, -0.35], [0.04, -0.35, 0.07], [0.30, -0.20, -0.06], [0.17, 0.50, 0.13], [-0.31, -0.19, -0.05], [-0.15, 0.00, 0.31], [0.22, -0.20, 0.13], [0.23, 0.29, 0.25], [0.07, 0.17, -0.37], [-0.30, 0.44, -0.12], [-0.25, -0.18, -0.35], [-0.16, 0.12, -0.30], [-0.28, 0.44, -0.26]], "mulliken_charge": [-0.208, -0.461, -0.315, -0.495, -0.452, -0.226, -0.299, -0.402, -0.332, 0.206, 0.247, -0.618, -0.780, -1.039, -1.029, 0.040, -0.733, -0.799, 0.736, 0.336, 0.553, 0.418, 0.335, -0.144, 0.303, 0.216, 0.355, 0.377, 0.412, 0.501, 0.444, 0.284, 0.422, 0.398, 0.572, 0.409, 0.384, 0.385], "homo_energy_ha": -0.340, "homo_lumo_gap_ev": 9.5, "energy_ha": -1165.289358, "total_charge": 0, "smiles": "COCCCCCC(=O)O[C@H](CON=O)C(=O)NC(=O)F"}